14 unconnected molecules or ions with the total composition C5H40N2O14. Source: the Open Molecules 2025 dataset; level of theory: ωB97M-V/def2-TZVPD.

The expectation value of S² is 0.75. The charge is +1. The energy above the lowest of the compared OMol25 structures with the same formula, charge and spin comes out at 115.2 kJ/mol. As for the multiplicity: 2. Its total energy is -1377.0117 Eh.

```
61
C5H40N2O14 ωB97M-V/def2-TZVPD
N -1.101 1.178 2.005
C -0.975 0.683 0.626
C 0.086 -0.415 0.584
O -0.370 -1.657 1.043
C -0.611 1.914 -0.246
N -0.439 1.530 -1.632
C -1.640 1.152 -2.352
C 0.358 2.440 -2.435
H -0.879 2.162 2.046
H -1.818 0.762 2.562
H -1.859 0.101 0.264
H 0.490 -0.539 -0.430
H 0.923 -0.152 1.298
H -1.295 -1.765 1.337
H -1.271 2.753 -0.080
H 0.332 2.305 0.145
H -2.471 1.290 -1.670
H -1.882 1.670 -3.283
H -1.690 0.051 -2.474
H 0.576 2.039 -3.428
H -0.169 3.378 -2.652
H 1.240 2.654 -1.836
H -3.371 -2.735 1.046
H -3.314 -2.128 2.492
O -3.250 -1.915 1.550
H 5.161 -1.151 -0.842
H 4.470 0.160 -0.498
O 5.350 -0.210 -0.725
H 1.476 -2.689 -2.010
H 1.246 -3.955 -1.189
O 0.789 -3.306 -1.732
H -3.629 1.135 1.732
H -3.897 -0.190 1.126
O -4.376 0.618 1.404
H 1.873 1.317 3.456
H 0.615 1.239 4.247
O 1.442 1.739 4.225
H 0.089 -2.192 -3.761
H -1.388 -1.737 -4.003
O -0.500 -1.727 -4.361
H 3.587 1.169 2.322
H 2.733 0.696 1.104
O 2.744 0.768 2.073
H -1.551 -2.085 -0.952
H -2.649 -1.865 -2.103
O -2.455 -1.803 -1.160
H 2.202 -3.007 0.210
H 3.392 -2.267 0.734
O 3.057 -2.675 -0.071
H 2.078 0.249 -1.032
H 2.953 1.475 -0.783
O 2.865 0.536 -0.558
H 2.149 3.998 1.815
H 1.333 2.851 2.039
O 1.631 3.380 1.271
H 2.111 -2.285 2.781
H 0.846 -2.545 1.979
O 1.681 -2.967 2.252
H -4.766 0.741 -0.707
H -3.829 -0.447 -1.279
O -4.432 0.275 -1.484
```